Record 1
This record from the Open Molecules 2025 dataset describes C28H49N2O2P3V as an isolated structure at a distorted geometry. The level of theory is ωB97M-V/def2-TZVPD.

```
! RIJCOSX wB97M-V def2-TZVPD def2/J DEFGRID3
* xyz 4 2
V 0.26 -0.13 -1.66
P -1.17 0.16 0.40
P 2.15 -3.66 2.29
P -1.56 1.03 -2.80
H 2.54 -3.26 -0.58
C 1.84 -2.73 -1.23
C 1.98 -1.24 -1.15
H 2.65 -0.93 -0.34
C -2.49 -1.07 0.69
C -0.18 0.00 1.91
C -2.07 1.72 0.74
C 3.59 -4.64 1.84
C 2.57 -1.91 2.11
C 1.78 -3.79 4.04
C -1.41 1.15 -4.61
C -1.92 2.78 -2.41
C -3.24 0.30 -2.65
H 2.06 -3.08 -2.26
H 2.47 -0.82 -2.06
H -3.01 -0.84 1.64
H -2.06 -2.07 0.75
H -3.21 -1.05 -0.13
H -0.71 0.42 2.77
H 0.79 0.51 1.81
H 0.02 -1.06 2.11
H -3.04 1.76 0.23
H -1.48 2.59 0.43
H -2.26 1.81 1.83
H 4.12 -4.95 2.75
H 4.26 -4.07 1.20
H 3.24 -5.54 1.31
H 2.31 -1.35 3.02
H 1.99 -1.50 1.27
H 3.64 -1.79 1.92
H 2.55 -4.40 4.53
H 0.79 -4.24 4.18
H 1.78 -2.79 4.49
H -2.06 1.97 -4.96
H -1.72 0.21 -5.08
H -0.37 1.37 -4.87
H -2.29 3.27 -3.33
H -1.01 3.29 -2.08
H -2.68 2.87 -1.62
H -3.83 0.67 -3.50
H -3.72 0.60 -1.71
H -3.19 -0.79 -2.70
C -0.46 -2.86 -1.69
C -1.75 -3.43 -1.57
C -2.63 -3.37 -2.64
C -2.26 -2.78 -3.86
C -1.10 -2.04 -3.93
C -0.16 -2.03 -2.84
O 0.53 -3.32 -0.83
H 1.08 -4.01 1.40
H -2.08 -3.94 -0.67
H -3.61 -3.84 -2.59
H -2.89 -2.91 -4.75
H -0.80 -1.54 -4.85
H 0.88 -1.77 -3.18
C 3.97 5.57 -0.34
N 3.15 4.44 0.02
N 2.94 3.42 -0.84
C 1.94 2.59 -0.37
O 1.51 1.62 -1.03
C 1.57 3.17 0.90
C 2.30 4.31 1.07
C 2.24 5.33 2.13
C 3.56 3.34 -2.12
C 4.95 3.29 -2.21
C 5.54 3.23 -3.47
C 4.75 3.19 -4.62
C 3.35 3.20 -4.51
C 2.75 3.28 -3.26
H 3.57 6.11 -1.21
H 4.99 5.26 -0.55
H 3.97 6.25 0.52
H 0.83 2.76 1.56
H 3.22 5.57 2.57
H 1.80 6.28 1.78
H 1.60 4.96 2.94
H 5.55 3.29 -1.30
H 6.63 3.20 -3.55
H 5.22 3.15 -5.60
H 2.73 3.14 -5.41
H 1.66 3.29 -3.15
*
```

Lowest unoccupied orbital energy (spin up / spin down) in eV: -13.97 / -13.34
Calculated total energy in hartree: -3322.8248
Highest occupied orbital energy (spin up / spin down) in eV: -18.23 / -18.22

Atomic partial charges in e from the Mulliken method, atoms 1 to 2: atom 1 (V): -0.011, atom 2 (P): 1.082

---

Record 2
This record from the Open Molecules 2025 dataset describes a 7-piece molecular cluster, C28H49N7 overall at a distorted geometry. The level of theory is ωB97M-V/def2-TZVPD.

```
! RIJCOSX wB97M-V def2-TZVPD def2/J DEFGRID3
* xyz 0 1
C 3.44 -3.08 1.29
C 2.93 -4.31 2.03
C 3.43 -4.51 3.44
C 3.29 -5.87 3.95
N 3.15 -6.94 4.35
H 2.67 -2.70 0.62
H 4.42 -3.20 0.82
H 3.52 -2.27 2.02
H 3.09 -5.20 1.39
H 1.84 -4.30 2.06
H 2.77 -3.94 4.11
H 4.45 -4.14 3.56
C -0.67 -0.01 -1.48
C 0.43 -0.38 -0.45
C -0.14 -1.01 0.83
C -0.68 -2.34 0.52
N -1.11 -3.38 0.27
H -1.51 0.48 -1.00
H -0.98 -0.92 -2.00
H -0.24 0.69 -2.18
H 1.01 0.53 -0.29
H 1.19 -1.05 -0.86
H -1.00 -0.37 1.05
H 0.55 -1.04 1.66
C 0.07 2.47 0.86
C 0.88 2.58 -0.45
C 1.57 3.94 -0.66
C 0.67 5.07 -0.45
N -0.02 5.97 -0.29
H -0.71 3.22 0.98
H 0.79 2.46 1.68
H -0.43 1.51 0.93
H 0.20 2.37 -1.28
H 1.61 1.77 -0.42
H 1.92 3.97 -1.69
H 2.45 3.98 -0.03
C 3.05 3.28 -4.21
C 4.41 2.58 -4.47
C 5.00 1.88 -3.25
C 4.03 1.00 -2.58
N 3.21 0.36 -2.11
H 3.15 3.99 -3.39
H 2.33 2.52 -3.91
H 2.62 3.77 -5.08
H 5.13 3.27 -4.91
H 4.12 1.84 -5.21
H 5.40 2.53 -2.46
H 5.85 1.33 -3.66
C -2.20 6.43 -3.13
C -2.02 5.75 -4.47
C -0.86 4.71 -4.44
C -1.30 3.52 -3.70
N -1.65 2.60 -3.12
H -3.24 6.73 -2.98
H -1.62 7.34 -3.03
H -1.95 5.77 -2.30
H -1.84 6.41 -5.33
H -2.92 5.24 -4.83
H -0.05 5.20 -3.91
H -0.58 4.39 -5.44
C -3.76 -1.02 2.91
C -3.91 -0.98 1.40
C -5.30 -1.28 0.82
C -6.40 -0.62 1.54
N -7.26 -0.06 2.07
H -2.72 -0.75 3.13
H -3.89 -2.02 3.34
H -4.35 -0.24 3.38
H -3.17 -1.62 0.91
H -3.59 0.02 1.11
H -5.56 -2.33 0.77
H -5.28 -0.92 -0.21
C -2.10 -6.56 3.71
C -1.51 -5.33 4.39
C -1.22 -4.22 3.38
C -0.56 -3.01 3.89
N 0.00 -2.07 4.24
H -3.05 -6.32 3.23
H -2.37 -7.33 4.43
H -1.39 -6.93 2.98
H -0.61 -5.67 4.91
H -2.18 -4.86 5.12
H -2.18 -3.85 3.03
H -0.53 -4.54 2.60
*
```

Lowest unoccupied orbital energy in eV: 0.23
SMILES: CCCC#N.CCCC#N.CCCC#N.CCCC#N.CCCC#N.CCCC#N.CCCC#N
Energy relative to the best compared isomer or geometry (same formula, charge and spin) in kcal/mol: 34.8
Calculated total energy in hartree: -1479.4915
Highest occupied orbital energy in eV: -11.28

Atomic partial charges in e from the Mulliken method, atoms 1 to 2: atom 1 (C): -1.286, atom 2 (C): 0.389

---

Record 3
This record from the Open Molecules 2025 dataset describes C28H50BMnN5O3P2S4 as an isolated structure. The level of theory is ωB97M-V/def2-TZVPD.

```
! RIJCOSX wB97M-V def2-TZVPD def2/J DEFGRID3
* xyz -1 5
Mn 0.07 -0.88 -0.42
C -1.51 1.37 -3.03
N -2.55 1.15 -2.05
C -3.87 0.87 -2.34
C -4.48 0.66 -1.15
N -3.56 0.82 -0.15
B -4.05 0.61 1.35
N -2.85 0.45 2.32
C -2.57 1.31 3.35
C -1.40 0.93 3.91
N -0.96 -0.16 3.20
C 0.31 -0.84 3.39
C -1.84 -0.43 2.22
S -1.65 -1.67 1.03
C -2.38 1.12 -0.70
S -0.84 1.43 0.05
H -1.97 1.70 -3.95
H -0.95 0.45 -3.21
H -0.81 2.11 -2.65
H -4.23 0.83 -3.35
H -5.50 0.40 -0.93
H -4.73 -0.39 1.34
H -4.67 1.59 1.69
H -3.23 2.12 3.60
H -0.83 1.36 4.72
H 0.74 -0.48 4.32
H 0.98 -0.63 2.56
H 0.14 -1.92 3.45
C 1.76 -3.15 -3.72
C 1.69 -4.30 -2.70
C 1.75 -5.63 -3.46
C 2.95 -4.18 -1.83
P 0.18 -4.02 -1.60
N -0.01 -2.53 -1.23
C 0.37 -5.14 -0.08
C -1.00 -5.33 0.60
C 0.94 -6.54 -0.35
C 1.26 -4.40 0.94
C -1.37 -4.56 -2.55
C -1.34 -3.88 -3.93
C -2.60 -3.98 -1.84
C -1.57 -6.06 -2.75
H 2.80 -3.04 -4.06
H 1.47 -2.20 -3.28
H 1.15 -3.34 -4.60
H 2.70 -5.68 -3.99
H 0.96 -5.72 -4.21
H 1.70 -6.50 -2.80
H 3.82 -4.14 -2.50
H 3.09 -5.03 -1.17
H 2.96 -3.25 -1.26
H -1.66 -5.98 0.03
H -1.49 -4.39 0.79
H -0.83 -5.82 1.57
H 0.35 -7.10 -1.07
H 0.93 -7.10 0.59
H 1.97 -6.51 -0.70
H 0.92 -3.38 1.08
H 2.30 -4.38 0.65
H 1.18 -4.92 1.90
H -1.11 -2.82 -3.84
H -2.32 -3.98 -4.39
H -0.61 -4.34 -4.60
H -2.46 -2.92 -1.62
H -2.83 -4.48 -0.90
H -3.47 -4.09 -2.50
H -0.73 -6.54 -3.24
H -2.46 -6.22 -3.37
H -1.75 -6.59 -1.81
C 2.24 3.77 0.93
P 1.74 2.47 2.13
C 3.32 2.26 3.04
C 0.78 3.50 3.31
C 1.02 3.53 4.69
C 0.16 4.19 5.55
C -0.95 4.86 5.06
C -1.19 4.86 3.69
C -0.35 4.18 2.83
H 1.37 4.06 0.33
H 2.97 3.32 0.26
H 2.66 4.66 1.41
H 3.70 3.19 3.47
H 4.03 1.87 2.31
H 3.21 1.51 3.82
H 1.88 3.01 5.09
H 0.36 4.19 6.62
H -1.62 5.39 5.73
H -2.06 5.37 3.29
H -0.58 4.14 1.77
O 3.52 0.98 0.02
S 2.92 -0.27 -0.41
O 1.96 -0.81 0.62
O 3.88 -1.27 -0.82
S 1.61 0.11 -1.96
*
```

Lowest unoccupied orbital energy (spin up / spin down) in eV: 1.91 / 2.53
Energy relative to the best compared isomer or geometry (same formula, charge and spin) in kcal/mol: 11.9
Calculated total energy in hartree: -5047.9935
Highest occupied orbital energy (spin up / spin down) in eV: -4.79 / -4.82

Atomic partial charges in e from the Mulliken method, atoms 1 to 2: atom 1 (Mn): 1.317, atom 2 (C): -0.726

---

Record 4
This record from the Open Molecules 2025 dataset describes C28H50LiN2O19 as an isolated structure at a distorted geometry. The level of theory is ωB97M-V/def2-TZVPD.

```
! RIJCOSX wB97M-V def2-TZVPD def2/J DEFGRID3
* xyz 1 1
C 3.98 0.94 -3.23
C 3.13 -0.28 -2.88
N 2.64 -1.10 -4.06
C 1.79 -0.18 -4.98
C 3.88 -1.43 -4.84
C 4.90 -2.29 -4.06
C 1.86 -2.26 -3.58
C 0.44 -1.84 -2.87
O -0.26 -2.98 -2.65
C -1.51 -2.71 -2.00
H 3.59 1.39 -4.14
H 4.76 0.71 -3.63
H 4.12 1.63 -2.52
H 2.18 0.06 -2.38
H 3.58 -0.88 -2.16
H 1.32 0.28 -4.38
H 1.18 -0.79 -5.68
H 2.51 0.36 -5.65
H 4.46 -0.72 -5.23
H 3.71 -2.21 -5.74
H 5.81 -2.53 -4.73
H 4.37 -3.24 -3.70
H 5.45 -1.85 -3.14
H 2.30 -2.77 -2.71
H 1.67 -2.94 -4.09
H -0.37 -1.32 -3.55
H 0.52 -1.28 -2.00
H -2.16 -2.01 -2.57
H -1.14 -2.26 -1.08
H -2.21 -3.50 -1.60
Li 0.04 3.16 -1.25
N -0.68 0.92 -0.65
O 0.28 1.10 -1.42
O -0.49 0.06 0.25
O -1.40 1.87 -0.28
C -5.18 0.83 -0.04
C -5.09 0.96 -1.52
C -3.76 0.68 -2.26
O -4.26 -0.21 -3.17
C -5.48 -0.56 -3.12
O -6.03 -1.30 -3.85
O -6.04 0.16 -2.13
H -6.11 1.28 0.26
H -4.36 1.15 0.64
H -5.16 -0.24 0.12
H -5.33 2.02 -1.77
H -3.14 0.03 -1.63
H -3.16 1.44 -2.70
C 5.03 0.59 0.59
C 3.59 0.93 1.11
C 3.40 1.59 2.53
O 2.66 2.73 2.10
C 2.26 2.67 0.83
O 1.44 3.41 0.32
O 2.72 1.58 0.22
H 4.94 -0.06 -0.26
H 5.54 0.16 1.29
H 5.40 1.45 0.28
H 3.12 -0.02 1.36
H 4.31 1.95 2.84
H 2.71 1.09 3.22
C -0.45 -4.28 1.83
C 0.83 -3.80 1.10
C 1.27 -2.32 1.32
O 2.31 -2.49 2.33
C 2.71 -3.76 2.45
O 3.51 -4.08 3.30
O 2.02 -4.47 1.65
H -1.31 -3.67 1.53
H -0.16 -4.06 2.87
H -0.70 -5.27 1.81
H 0.64 -4.02 0.08
H 0.55 -1.66 1.90
H 1.76 -1.97 0.29
C -3.53 -0.83 3.71
C -1.98 -0.93 3.43
C -1.11 0.28 3.80
O -0.23 -0.15 4.79
C -0.44 -1.41 5.10
O 0.20 -2.09 5.96
O -1.40 -1.90 4.32
H -4.15 -1.47 3.18
H -3.87 -0.05 3.19
H -3.72 -0.73 4.74
H -1.81 -1.01 2.31
H -1.73 1.03 4.10
H -0.67 0.78 3.08
C -2.22 5.85 3.84
C -3.12 5.22 2.75
C -2.28 4.06 2.12
O -3.11 2.97 2.68
C -4.21 3.37 3.30
O -4.95 2.54 3.74
O -4.24 4.67 3.37
H -2.24 5.52 4.84
H -2.47 6.83 3.82
H -1.07 6.04 3.76
H -3.47 5.88 1.93
H -1.26 3.97 2.49
H -2.19 3.97 1.08
*
```

Lowest unoccupied orbital energy in eV: -3.23
Energy relative to the best compared isomer or geometry (same formula, charge and spin) in kcal/mol: 10.1
Calculated total energy in hartree: -2642.8359
Highest occupied orbital energy in eV: -12.07

Atomic partial charges in e from the Mulliken method, atoms 1 to 2: atom 1 (C): -2.539, atom 2 (C): 0.327